Molecular formula: C34H33AsBr4N2O2PSc
Method: DFT, ωB97M-V/def2-TZVPD

The calculation puts the total energy at -15208.875350 hartree. As for the relative energy (zero: lowest compared OMol25 entry of this formula, charge and spin): 21.44 kJ/mol. The calculation puts the orbital gap at 0.2415 hartree. The LUMO energy comes out at -0.210 Eh. Its charge is +2. For the HOMO energy, the calculation gives -12.280 eV. As for the multiplicity: 1.

Cartesian coordinates (Å):
1 Sc 0.2274 0.6592 -0.5196
2 Br -5.8802 1.6244 2.3708
3 C -4.3850 1.7665 1.2560
4 C -4.4079 2.5761 0.1232
5 Br -5.9455 3.5482 -0.3113
6 C -3.2799 2.6571 -0.6996
7 Br -3.2294 3.6793 -2.2705
8 C -2.1414 1.9533 -0.3765
9 O -1.0084 1.9227 -1.1504
10 C -2.0913 1.1778 0.7830
11 O -0.9000 0.5433 1.0144
12 C -3.2210 1.0594 1.5695
13 Br -3.1590 -0.0881 3.0903
14 N -0.6647 -2.3353 3.6970
15 C -0.2040 -2.8682 2.3608
16 C 0.5603 -1.7633 1.6352
17 N 0.3074 -1.7350 0.1817
18 H -1.2508 -3.0074 4.1897
19 H -1.2215 -1.4842 3.5426
20 H 0.1136 -2.1008 4.3094
21 H -1.1111 -3.1340 1.8263
22 H 0.3732 -3.7680 2.5342
23 H 1.6312 -1.8334 1.8045
24 H 0.2181 -0.8163 2.0382
25 H -0.6546 -2.0055 0.0107
26 H 0.8873 -2.4100 -0.2978
27 C 4.5491 0.1557 -1.4353
28 C 5.2494 1.4163 -1.9366
29 As 7.1183 1.1610 -2.5760
30 C 7.6508 -0.0027 -1.1004
31 C 8.1046 0.6516 0.0447
32 C 8.4598 -0.0695 1.1801
33 C 8.3792 -1.4574 1.1731
34 C 7.9420 -2.1183 0.0301
35 C 7.5738 -1.3946 -1.1011
36 C 6.7732 -0.1397 -3.9839
37 C 7.8142 -0.9881 -4.3606
38 C 7.6631 -1.8631 -5.4293
39 C 6.4741 -1.8886 -6.1478
40 C 5.4430 -1.0288 -5.7995
41 C 5.5925 -0.1587 -4.7227
42 P 2.9227 0.4704 -0.6421
43 C 3.2346 1.5246 0.7991
44 C 4.4620 1.6120 1.4385
45 C 4.5738 2.3453 2.6175
46 C 3.4665 2.9807 3.1657
47 C 2.2252 2.8857 2.5432
48 C 2.1277 2.1557 1.3735
49 C 2.1083 1.6123 -1.8393
50 C 2.1198 3.0007 -1.7577
51 C 1.4066 3.7632 -2.6797
52 C 0.6688 3.1477 -3.6773
53 C 0.6499 1.7611 -3.7752
54 C 1.3489 0.9977 -2.8570
55 H 5.1423 -0.3795 -0.6926
56 H 4.3734 -0.5506 -2.2443
57 H 5.3235 2.1745 -1.1563
58 H 4.6963 1.8664 -2.7611
59 H 8.2060 1.7321 0.0441
60 H 8.8264 0.4495 2.0591
61 H 8.6802 -2.0234 2.0474
62 H 7.8991 -3.2021 0.0129
63 H 7.2368 -1.9218 -1.9859
64 H 8.7545 -0.9651 -3.8219
65 H 8.4802 -2.5187 -5.7078
66 H 6.3613 -2.5617 -6.9899
67 H 4.5243 -1.0241 -6.3760
68 H 4.7863 0.5287 -4.4918
69 H 5.3402 1.1196 1.0284
70 H 5.5387 2.4258 3.1052
71 H 3.5664 3.5562 4.0783
72 H 1.3568 3.3856 2.9570
73 H 1.1638 2.1110 0.8822
74 H 2.6932 3.4902 -0.9809
75 H 1.4276 4.8449 -2.6098
76 H 0.1016 3.7451 -4.3800
77 H 0.0891 1.2793 -4.5663
78 H 1.3900 -0.0830 -2.9886